No. 1
DFT (ωB97M-V/def2-TZVPD) results for a cluster of 2 separate species, C3H10OS2 in total in a non-equilibrium geometry.

```
16
Properties=species:S:1:pos:R:3:nbo_charge:R:1
S -2.63427 0.13738 0.12478 -0.59
S -1.13272 1.81391 -0.61923 -0.29
O -4.26208 -3.00657 1.71689 -0.96
C 0.34795 0.73601 -0.73295 -0.53
C 1.64595 1.30779 -0.18834 -0.41
C 2.86270 0.42292 -0.47775 -0.61
H 3.25772 0.63767 -1.47475 0.19
H 3.73357 0.81804 0.07740 0.19
H 2.80871 -0.62858 -0.22048 0.20
H 0.47140 0.69133 -1.82883 0.19
H 1.82465 2.26622 -0.66338 0.19
H 1.59085 1.42543 0.88362 0.19
H -3.87959 -3.82702 1.41260 0.46
H 0.13561 -0.26134 -0.35699 0.20
H -2.10457 -0.02714 1.34596 0.10
H -4.66589 -2.50604 1.00146 0.48
```

Output
DFT total energy in hartree: -991.90155
Charge: -1
Orbital gap (spin up / spin down) in hartree: 0.1631 / 0.2417
Max |F| in hartree/bohr: 0.0377
⟨S²⟩: 0.754
HOMO (spin up / spin down) in eV: -0.87 / -3.23
Energy above the lowest of the compared OMol25 structures with the same formula, charge and spin in eV: 0.717
2S+1: 2

***

No. 2
DFT (ωB97M-V/def2-TZVPD) results for the ion C2H9BNO2 with charge +1 in a non-equilibrium geometry.

```
15
Properties=species:S:1:pos:R:3:nbo_charge:R:1
O -1.62123 -1.29724 -0.52696 -0.94
O -2.88659 0.78804 -0.19489 -0.89
N 0.67951 -0.11674 0.72367 -0.48
C -0.49981 0.72028 0.81361 -0.54
C 1.17021 -0.28122 -0.75821 -0.43
B -1.85011 0.01380 -0.06814 1.12
H -0.93218 0.77638 1.84932 0.26
H -2.28621 -1.76354 -1.16453 0.53
H 2.33690 -0.12927 -0.91541 0.25
H 0.64534 0.37531 -1.40385 0.24
H 1.45367 0.44721 1.07237 0.43
H -3.58822 0.83751 -0.79862 0.53
H 1.07988 -1.37930 -0.92841 0.25
H 0.71504 -0.94641 1.17837 0.43
H -0.26636 1.69739 0.57390 0.24
```

Output
DFT total energy in hartree: -311.50428
Charge: +1
Orbital gap in hartree: 0.4557
Max |F| in hartree/bohr: 0.1229
SMILES: C[NH2+]CB(O)O
HOMO in eV: -15.64
Energy above the lowest of the compared OMol25 structures with the same formula, charge and spin in eV: 1.591

***

No. 3
DFT (ωB97M-V/def2-TZVPD) results for a structure of composition CuH8O4.

```
13
Properties=species:S:1:pos:R:3:nbo_charge:R:1
Cu -0.77272 0.31680 0.11858 0.95
O -0.61896 -0.08006 2.60345 -0.97
O 1.45335 1.10941 -0.20325 -0.97
O -1.23950 0.72699 -2.35755 -0.98
O 0.24988 -1.78289 0.05899 -0.99
H -1.05608 -0.65885 3.22809 0.50
H 0.30398 -0.32944 2.65047 0.48
H -0.74232 0.49087 -3.14068 0.50
H 1.52062 1.66190 -0.98202 0.50
H 0.97276 -2.22640 0.50281 0.50
H -1.62428 1.57849 -2.56524 0.49
H 1.74760 1.66987 0.51475 0.49
H -0.19433 -2.47668 -0.42841 0.50
```

Output
DFT total energy in hartree: -1945.99372
Charge: +1
Orbital gap in hartree: 0.3622
Max |F| in hartree/bohr: 0.0175
HOMO in eV: -13.91
Energy above the lowest of the compared OMol25 structures with the same formula, charge and spin in eV: 0.000

***

No. 4
DFT (ωB97M-V/def2-TZVPD) results for an isolated molecule of C23H35N3O4S in a non-equilibrium geometry.

```
66
Properties=species:S:1:pos:R:3:nbo_charge:R:1
S 3.54128 -0.52649 -1.16806 2.32
O 4.40553 -1.41562 -1.88642 -0.94
O -2.62230 -5.85986 -0.13180 -0.52
O 3.21222 0.73581 -1.77742 -0.95
O -2.45712 -0.80797 -1.77882 -0.63
N -1.61961 0.59604 -0.22733 -0.60
N 4.19080 -0.34723 0.37354 -0.68
N -1.52202 -3.27315 0.37806 -0.43
C 3.53719 0.67130 1.16629 -0.23
C -4.36115 3.01925 0.85998 -0.41
C -1.60673 -0.54072 -0.95118 0.67
C -2.59253 1.65770 -0.41753 -0.06
C -0.37234 -2.65636 -0.05658 0.22
C 2.02342 -1.35993 -0.75255 -0.39
C -1.89119 2.90159 -0.97475 -0.40
C -2.66063 -4.84064 -1.10836 -0.08
C 0.80736 -0.75835 -0.99843 -0.17
C -2.68520 -3.44328 -0.47611 -0.27
C -1.47977 -4.33904 1.36049 -0.25
C 6.18268 1.07618 0.07130 -0.42
C -3.71874 4.40721 0.82854 -0.40
C -3.33286 1.88970 0.90046 -0.39
C 4.03620 2.08068 0.84423 -0.43
C 5.55631 2.13433 0.97679 -0.40
C -2.87622 3.90950 -1.56843 -0.40
C 0.89032 -3.23190 0.19205 -0.28
C 5.63755 -0.30303 0.43821 -0.23
C -3.41318 4.94198 -0.57340 -0.39
C 2.06634 -2.60122 -0.14684 -0.13
C -1.48934 -5.72121 0.69297 -0.08
C -0.38980 -1.37657 -0.66066 -0.12
H -1.55514 -6.51358 1.44091 0.20
H 7.26955 1.07983 0.16762 0.21
H 3.56446 2.79808 1.51853 0.21
H -3.29220 1.27779 -1.16958 0.23
H -0.57516 -5.86011 0.09500 0.16
H -2.38662 4.45273 -2.37906 0.22
H 2.46548 0.58605 0.97080 0.21
H -3.56750 -5.01159 -1.68923 0.20
H -0.86575 0.77297 0.41822 0.40
H 0.80737 0.21321 -1.47038 0.25
H -3.83563 0.95695 1.16726 0.21
H -5.02440 2.89109 0.00447 0.20
H -2.60151 2.10518 1.68519 0.19
H -4.38417 5.12249 1.31709 0.21
H -1.78385 -4.92367 -1.76956 0.16
H -3.58305 -3.34153 0.14265 0.19
H -2.68895 5.75363 -0.47181 0.20
H 5.93381 -0.57399 1.45785 0.19
H 3.75170 2.32004 -0.18100 0.23
H 5.84199 1.94115 2.01489 0.19
H 3.71948 0.43610 2.22151 0.20
H -0.62167 -4.22184 2.02088 0.21
H 3.02317 -3.06320 0.03468 0.24
H -1.21627 2.56395 -1.76490 0.22
H 5.92315 1.28530 -0.96833 0.21
H 5.92008 3.12681 0.70512 0.21
H -1.28397 3.37289 -0.20005 0.19
H 0.94936 -4.20977 0.64128 0.22
H -4.97233 2.93967 1.76194 0.21
H -2.70565 -2.69625 -1.26442 0.27
H -3.70630 3.35885 -2.01384 0.20
H -4.32202 5.37445 -0.99748 0.20
H 5.99973 -1.06234 -0.25520 0.24
H -2.39264 -4.24838 1.96128 0.21
H -2.80100 4.37836 1.41941 0.19
```

Output
DFT total energy in hartree: -1760.83450
Orbital gap in hartree: 0.3144
Max |F| in hartree/bohr: 0.0208
SMILES: O=C(NC1CCCCCC1)c1cc(S(=O)(=O)N2CCCCC2)ccc1N1CCOCC1
HOMO in eV: -8.06
Energy above the lowest of the compared OMol25 structures with the same formula, charge and spin in eV: 2.087

***

No. 5
DFT (ωB97M-V/def2-TZVPD) results for a structure of composition C36H37NP2Pb in a non-equilibrium geometry.

```
77
Properties=species:S:1:pos:R:3:mulliken_charge:R:1
Pb 0.07452 0.89269 -0.09275 1.03
P -1.57349 -0.60959 -1.87629 0.61
P 1.80067 0.14553 -1.99269 0.49
N -1.44851 -1.09820 2.54233 -0.63
C -1.78376 0.88695 -6.68701 -0.32
C -1.79427 -0.40957 -6.39263 -0.14
C -2.76855 0.70567 -2.40788 0.52
C 2.88750 3.36063 -4.22067 -0.27
C 3.13857 4.35453 -3.26697 -0.66
C 0.85930 -0.58819 -3.31807 -0.65
C 2.47299 2.09850 -3.81097 0.05
C 1.19374 1.07461 -6.78017 -0.71
C -1.09079 1.46746 -7.88660 -0.97
C 1.15257 -0.25230 -6.75649 0.08
C -2.53376 -2.13495 -1.68544 0.15
C 5.56181 -1.32536 -1.65055 -0.56
C 4.48779 -0.48252 -1.94358 -0.53
C -1.02119 -0.44728 1.66326 -0.06
C 2.93894 -2.22614 -1.13851 -0.47
C -3.59896 -4.12102 -2.59314 -0.61
C -4.15004 0.43962 -2.51611 -0.41
C 2.59239 2.81294 -1.47299 -0.53
C -3.21182 3.08278 -2.67628 -0.87
C -4.58460 2.81614 -2.73548 -0.44
C -4.00741 -4.49136 -1.30217 -0.47
C 1.79686 0.44248 1.36499 -1.52
C 5.33721 -2.59674 -1.09974 -0.53
C -5.05924 1.49514 -2.68915 -0.71
C -0.48440 -0.82708 -3.29754 0.05
C -2.30981 2.02927 -2.55376 -0.14
C -3.65878 -3.69753 -0.19074 -0.61
C 3.18811 -0.94352 -1.67030 0.51
C -2.92408 -2.52923 -0.38640 -0.50
C 0.34228 1.97656 -7.61451 -1.00
C 4.02894 -3.04439 -0.85146 -0.52
C 0.33135 -1.09255 -7.68367 -1.22
C -2.84381 -2.95929 -2.77884 0.12
C 2.35473 1.81522 -2.44772 0.36
C 2.98325 4.08490 -1.90061 -0.58
C -1.07575 -1.47807 -7.16796 -0.85
H 0.25792 -0.61821 -8.66976 0.33
H 2.13455 1.37242 1.84740 0.32
H 6.57153 -0.97680 -1.86618 0.39
H 3.85583 -4.03554 -0.43467 0.39
H 3.48533 5.34229 -3.57492 0.37
H -6.13500 1.28067 -2.77462 0.39
H -1.23812 2.22474 -2.53552 0.35
H -0.97542 -2.39410 -6.56391 0.26
H 0.88330 -2.02846 -7.85118 0.46
H -5.29565 3.63757 -2.81323 0.37
H -3.88126 -4.73567 -3.45926 0.40
H 1.46145 -0.90415 -4.18296 0.47
H -2.84299 4.10867 -2.72381 0.41
H -3.97635 -3.99043 0.81951 0.43
H 0.84732 2.13451 -8.58241 0.32
H 1.90153 -2.53831 -0.95780 0.38
H 0.27309 2.97260 -7.14820 0.36
H 2.03431 1.60761 -6.32925 0.78
H -4.59728 -5.39995 -1.15208 0.36
H 2.47878 2.58364 -0.40399 0.32
H 3.03471 3.56609 -5.28089 0.44
H 2.65724 -0.01119 0.86662 0.40
H -2.52394 -2.69085 -3.78273 0.21
H -2.49718 -0.79190 -5.64380 0.50
H 1.46605 -0.23777 2.16406 0.49
H -1.08598 0.75054 -8.71756 0.32
H -2.39749 1.61069 -6.12788 0.41
H -1.67971 2.32755 -8.23639 0.50
H -1.68825 -1.75904 -8.04122 0.39
H 3.17894 4.84908 -1.14418 0.40
H 2.22802 1.32168 -4.53517 -0.09
H -4.51701 -0.58828 -2.45741 0.35
H 1.84810 -0.83763 -6.13942 0.70
H -1.03829 -1.15585 -4.19670 -0.29
H 6.18732 -3.24347 -0.87399 0.36
H -2.64721 -1.89794 0.45457 0.14
H 4.63120 0.51862 -2.36272 0.41
```

Output
DFT total energy in hartree: -2324.14936
Orbital gap in hartree: 0.2556
Max |F| in hartree/bohr: 0.0483
HOMO in eV: -7.05
Energy above the lowest of the compared OMol25 structures with the same formula, charge and spin in eV: 0.000

***

No. 6
DFT (ωB97M-V/def2-TZVPD) results for the ion C4H10P with charge +1 in a non-equilibrium geometry.

```
15
Properties=species:S:1:pos:R:3:nbo_charge:R:1
P 0.02759 0.00366 -0.00371 1.51
C -1.28352 0.00148 1.15439 -0.67
C -1.29318 0.04405 -1.15429 -0.66
C 1.07218 1.46994 0.00916 -0.96
C 1.01146 -1.50337 -0.02067 -0.96
H 1.74195 -1.45812 -0.82861 0.28
H -1.78739 -0.87299 -1.42877 0.26
H 1.86951 1.33551 0.74125 0.28
H -1.75783 0.98310 -1.40056 0.26
H -1.74607 0.92807 1.44778 0.26
H 0.37027 -2.37183 -0.15646 0.28
H 1.51329 1.61775 -0.97736 0.28
H -1.75605 -0.93246 1.40946 0.26
H 0.48067 2.34529 0.27684 0.28
H 1.53711 -1.59008 0.93154 0.28
```

Output
DFT total energy in hartree: -499.42934
Charge: +1
Orbital gap in hartree: 0.3405
Max |F| in hartree/bohr: 0.0488
HOMO in eV: -14.18
Energy above the lowest of the compared OMol25 structures with the same formula, charge and spin in eV: 1.050

***

No. 7
DFT (ωB97M-V/def2-TZVPD) results for a cluster of 5 separate species, C6H20ClO6S in total in a non-equilibrium geometry.

```
34
Properties=species:S:1:pos:R:3:nbo_charge:R:1
Cl -0.99483 -0.27652 2.00949 -0.89
S 0.94848 -2.81539 -2.11757 2.36
O 1.73074 -1.42734 -1.90021 -0.73
O -2.92598 2.27975 2.03533 -0.77
O 1.29511 -3.36127 -3.40232 -0.94
O -2.02402 0.49903 -0.94660 -0.78
O 1.79070 -0.63726 3.78339 -0.75
O 1.11905 -3.63291 -0.94313 -0.94
C -1.26093 1.62988 -1.34572 -0.26
C 2.90018 -0.19159 3.00330 -0.25
C 2.51619 0.46125 -0.73345 -0.63
C 1.55022 -0.70758 -0.64874 -0.10
C -0.76835 -2.22509 -2.22303 -0.87
C -3.95957 2.31704 1.06819 -0.24
H 3.82173 -0.45186 3.53123 0.16
H -0.90060 2.12154 -0.43542 0.18
H -1.90917 2.32120 -1.88736 0.17
H 1.00491 -0.41252 3.24173 0.50
H -3.53787 2.72349 0.14104 0.15
H -0.40678 1.36288 -1.97891 0.15
H 2.84674 0.90500 3.00759 0.16
H 3.54667 0.12224 -0.66369 0.21
H -0.80326 -1.35461 -2.87288 0.25
H 2.36455 1.08131 -1.61903 0.21
H -1.13845 -2.02210 -1.22226 0.27
H 2.96756 -0.61039 2.00050 0.16
H -1.69156 0.22588 -0.07040 0.51
H 0.53921 -0.38846 -0.39337 0.22
H -4.32356 1.31899 0.80669 0.17
H -4.77368 2.92774 1.45156 0.16
H -1.34079 -3.01043 -2.71308 0.24
H -2.33795 1.50858 1.88579 0.50
H 1.85861 -1.45465 0.08509 0.21
H 2.29676 1.17415 0.06626 0.23
```

Output
DFT total energy in hartree: -1550.48095
Charge: -1
Orbital gap in hartree: 0.3293
Max |F| in hartree/bohr: 0.0295
HOMO in eV: -5.93
Energy above the lowest of the compared OMol25 structures with the same formula, charge and spin in eV: 0.000